[1]
The molecule C17H11N3O5S at a distorted geometry. Source: the Open Molecules 2025 dataset; level of theory: ωB97M-V/def2-TZVPD.

Computed properties:
Maximum force in eV Å⁻¹: 1.32
Kohn-Sham gap in eV: 7.5
Lowest unoccupied orbital energy in Eh: -0.02781
Net charge: 0
Total energy in Ha: -1593.03657
SMILES: O=C(Nc1nc(-c2ccccc2)cs1)c1cccc([N+](=O)[O-])c1C(=O)O

Last column: Löwdin charge in e.
CARTESIAN COORDINATES (ANGSTROEM)
O: 2.66 2.90 -2.28  0.1213
C: 1.77 2.20 -1.87  -0.4176
N: 0.65 1.95 -2.62  0.1296
C: -0.42 1.16 -2.28  -0.6065
N: -0.72 0.79 -1.09  0.1240
C: -1.84 0.01 -1.07  -0.3129
C: -2.41 -0.19 -2.30  -0.3437
S: -1.51 0.60 -3.53  1.0648
H: -3.28 -0.75 -2.56  0.0642
C: -2.32 -0.50 0.21  -0.1616
C: -3.50 -1.24 0.32  -0.0290
C: -3.91 -1.72 1.55  -0.0838
C: -3.15 -1.47 2.69  -0.0894
C: -1.98 -0.73 2.59  -0.0767
C: -1.57 -0.25 1.36  -0.0234
H: -0.67 0.34 1.27  0.0832
H: -1.39 -0.53 3.47  0.1023
H: -3.48 -1.85 3.65  0.1010
H: -4.82 -2.29 1.63  0.1025
H: -4.10 -1.45 -0.55  0.1052
H: 0.68 2.30 -3.58  0.1570
C: 1.79 1.54 -0.53  -0.0895
C: 1.60 2.28 0.63  0.0128
C: 1.69 1.69 1.88  -0.0428
C: 1.96 0.34 1.98  0.0093
C: 2.17 -0.40 0.83  -0.0877
C: 2.11 0.18 -0.43  -0.0075
C: 2.43 -0.60 -1.68  -0.4937
O: 1.65 -0.82 -2.56  0.1401
O: 3.72 -0.91 -1.72  0.1442
H: 3.93 -1.44 -2.51  0.1463
N: 2.40 -1.82 0.93  -0.3241
O: 2.67 -2.27 2.02  0.1028
O: 2.28 -2.48 -0.08  0.1102
H: 2.01 -0.16 2.94  0.1248
H: 1.52 2.28 2.77  0.1145
H: 1.37 3.33 0.54  0.1296

=====

[2]
The molecule C4H3NOS at a distorted geometry. Source: the Open Molecules 2025 dataset; level of theory: ωB97M-V/def2-TZVPD.

Computed properties:
Maximum force in eV Å⁻¹: 4.15
Kohn-Sham gap (alpha / beta) in eV: 6.4 / 6.4
ΔE to the lowest compared entry with this formula, charge and spin in kcal/mol: 136.97
Lowest unoccupied orbital energy (alpha / beta) in Eh: -0.06973 / -0.06967
Net charge: 0
Total energy in Ha: -682.15244

Last column: Löwdin charge in e.
CARTESIAN COORDINATES (ANGSTROEM)
C: -0.28 -0.89 0.17  -0.1296
C: 0.61 0.21 0.08  -0.2945
C: 0.86 1.53 0.32  0.0564
C: 2.05 0.68 -0.16  -0.1605
N: -1.55 -0.66 0.12  -0.2753
O: -3.90 -0.15 -0.43  -0.4490
S: -2.84 0.03 0.50  0.9781
H: -0.11 -1.96 0.11  0.1233
H: 2.88 0.62 0.52  0.0655
H: 2.29 0.59 -1.23  0.0855

=====

[3]
A cluster of 2 separate species, C5H10Si in total at a distorted geometry. Source: the Open Molecules 2025 dataset; level of theory: ωB97M-V/def2-TZVPD.

Computed properties:
Maximum force in eV Å⁻¹: 4.16
Kohn-Sham gap in eV: 8.3
ΔE to the lowest compared entry with this formula, charge and spin in kcal/mol: 123.40
Lowest unoccupied orbital energy in Eh: 0.01335
Net charge: 0
Total energy in Ha: -485.77044
SMILES: CC=[SiH2].C1=CC1

Last column: Löwdin charge in e.
CARTESIAN COORDINATES (ANGSTROEM)
C: 2.70 0.54 -0.10  -0.1668
C: 1.55 0.01 0.70  -0.0775
C: 1.65 -0.50 -0.50  -0.0456
C: -1.54 -0.18 -0.36  -0.4592
C: -1.18 1.23 -0.04  -0.2184
Si: -2.41 -1.60 0.35  0.7232
H: 2.68 1.51 -0.58  0.0567
H: 3.81 0.36 0.20  0.0995
H: 0.93 0.22 1.50  0.0611
H: 1.43 -1.25 -1.15  0.0602
H: -0.80 1.31 0.94  0.0357
H: -0.44 1.62 -0.90  0.1170
H: -2.12 1.77 -0.29  0.0690
H: -2.12 -3.00 -0.15  -0.0921
H: -0.89 -0.67 -1.08  -0.0228
H: -3.26 -1.37 1.47  -0.1401

=====

[4]
A cluster of 7 separate species, H14O7 in total at a distorted geometry. Source: the Open Molecules 2025 dataset; level of theory: ωB97M-V/def2-TZVPD.

Computed properties:
Maximum force in eV Å⁻¹: 2.41
Kohn-Sham gap in eV: 10.3
ΔE to the lowest compared entry with this formula, charge and spin in kcal/mol: 42.43
Lowest unoccupied orbital energy in Eh: 0.01170
Net charge: 0
Total energy in Ha: -535.05622
SMILES: O.O.O.O.O.O.O

Last column: Löwdin charge in e.
CARTESIAN COORDINATES (ANGSTROEM)
O: 0.85 -1.83 -0.82  -0.0712
H: 1.19 -1.00 -1.08  -0.0720
H: 0.69 -1.69 0.12  -0.0336
O: -0.32 -2.07 1.66  -0.0420
H: -0.04 -2.55 2.42  0.0251
H: -0.22 -1.12 1.83  0.0087
O: -1.91 1.84 -2.18  -0.0594
H: -2.49 1.92 -2.92  0.0148
H: -2.33 1.08 -1.76  -0.0242
O: -0.35 0.72 1.08  -0.0478
H: -1.08 0.71 0.40  0.0642
H: 0.49 0.88 0.68  -0.0128
O: 3.41 0.84 1.67  -0.0088
H: 3.87 0.03 1.53  0.0377
H: 2.61 0.67 2.13  0.0226
O: 1.75 0.51 -0.96  -0.0591
H: 2.54 0.52 -0.41  0.0393
H: 1.83 1.04 -1.80  0.1215
O: -3.23 0.11 -0.52  -0.0004
H: -3.15 -0.82 -0.32  0.0639
H: -4.12 0.20 -0.77  0.0336

=====

[5]
A structure of composition C10H13CuN5S at a distorted geometry. Source: the Open Molecules 2025 dataset; level of theory: ωB97M-V/def2-TZVPD.

Computed properties:
Maximum force in eV Å⁻¹: 1.72
Kohn-Sham gap in eV: 8.1
Lowest unoccupied orbital energy in Eh: -0.13421
Net charge: +1
Total energy in Ha: -2701.14667

Last column: Löwdin charge in e.
CARTESIAN COORDINATES (ANGSTROEM)
Cu: 9.40 6.95 8.26  0.2267
N: 9.89 4.83 12.96  0.1538
C: 9.62 5.93 12.25  -0.3500
C: 9.64 5.93 10.83  -0.0548
N: 9.30 7.01 10.14  -0.0798
C: 8.82 8.07 10.84  -0.0985
C: 8.85 8.07 12.24  -0.0976
N: 9.29 7.04 12.93  0.1353
H: 10.10 3.94 12.54  0.1149
H: 9.77 4.92 13.97  0.1263
H: 9.94 5.05 10.29  0.1151
H: 8.49 8.92 10.28  0.1045
H: 8.59 8.93 12.83  0.1155
C: 4.46 8.60 5.80  0.0075
C: 5.35 7.40 5.84  -0.2247
C: 4.95 6.10 5.75  0.0473
C: 5.89 5.04 5.76  -0.2606
N: 7.19 5.32 5.87  0.1272
C: 7.61 6.56 5.97  -0.7410
S: 9.31 6.98 6.12  0.6341
N: 6.72 7.59 5.99  0.1216
C: 5.51 3.63 5.61  -0.0099
H: 3.44 8.20 5.69  0.0962
H: 4.71 9.20 4.91  0.1058
H: 4.61 9.18 6.74  0.1116
H: 3.92 5.85 5.58  0.1228
H: 7.07 8.53 6.09  0.1458
H: 4.49 3.51 5.25  0.0857
H: 5.67 3.07 6.53  0.1045
H: 6.15 3.17 4.82  0.1147

=====

[6]
The ion C3H6N2O2 with charge -1 at a distorted geometry. Source: the Open Molecules 2025 dataset; level of theory: ωB97M-V/def2-TZVPD.

Computed properties:
Maximum force in eV Å⁻¹: 2.19
Kohn-Sham gap (alpha / beta) in eV: 4.0 / 7.4
ΔE to the lowest compared entry with this formula, charge and spin in kcal/mol: 16.60
Lowest unoccupied orbital energy (alpha / beta) in Eh: 0.14841 / 0.14475
Net charge: -1
Total energy in Ha: -377.87527
Multiplicity: 2

Last column: Mulliken spin population.
CARTESIAN COORDINATES (ANGSTROEM)
O: -1.93 -1.55 -1.25  0.2160
C: -0.97 -1.40 -0.43  0.7629
C: 0.42 -1.03 -0.89  -0.0450
N: 0.98 0.19 -0.29  0.0198
C: 0.42 1.23 0.41  0.1247
N: -0.75 1.21 1.20  0.0481
O: 1.01 2.31 0.40  -0.0545
H: -0.93 -1.30 0.68  -0.0611
H: 0.47 -0.98 -1.98  -0.0224
H: 1.17 -1.82 -0.64  0.0607
H: 1.77 0.57 -0.80  -0.0201
H: -0.64 2.06 1.76  -0.0180
H: -1.02 0.50 1.84  -0.0112

=====

[7]
A structure of composition C17H29Cl2CsFGaKMgN2O7 at a distorted geometry. Source: the Open Molecules 2025 dataset; level of theory: ωB97M-V/def2-TZVPD.

Computed properties:
Maximum force in eV Å⁻¹: 7.89
Kohn-Sham gap in eV: 1.6
Lowest unoccupied orbital energy in Eh: -0.23704
Net charge: +1
Total energy in Ha: -5065.82856

Last column: Löwdin charge in e.
CARTESIAN COORDINATES (ANGSTROEM)
C: 2.99 -1.07 -3.65  -0.4559
Ga: 1.20 -0.31 -4.27  0.2433
N: -0.01 -1.79 -4.34  -0.1409
H: 2.99 -2.15 -3.46  -0.4393
H: 3.28 -0.57 -2.72  0.0183
H: 3.80 -0.90 -4.37  -0.0373
H: 0.78 0.86 -3.32  -0.0427
H: 1.43 0.33 -5.82  -0.1283
H: -0.50 -1.91 -5.22  -0.0345
H: -0.75 -1.63 -3.66  -0.0531
Mg: 2.59 -0.85 -6.74  0.7958
F: -2.71 -0.90 -2.12  0.0463
C: -2.68 -1.39 -0.86  -0.2800
C: -2.25 -2.68 -0.66  -0.0190
C: -2.21 -3.16 0.64  -0.0942
C: -2.50 -2.35 1.72  -0.1525
C: -2.88 -1.03 1.50  -0.1003
C: -3.02 -0.55 0.19  -0.0151
H: -1.89 -3.32 -1.45  0.1144
H: -1.85 -4.17 0.82  0.1124
H: -2.32 -2.73 2.72  0.1069
H: -3.01 -0.36 2.34  0.1188
H: -3.28 0.48 -0.01  0.1217
O: 0.08 -1.70 2.53  -0.0733
H: 0.91 -1.73 3.04  0.0102
H: 0.39 -1.70 1.62  0.0429
C: 2.66 3.40 -2.34  -0.1608
O: 1.50 3.44 -1.54  -0.1444
H: 3.17 4.35 -2.24  0.0858
H: 3.34 2.61 -2.01  0.0365
H: 2.38 3.25 -3.39  0.0656
H: 1.06 2.59 -1.64  0.0395
C: -6.34 -1.65 1.71  -0.9971
Cl: -5.69 -3.18 2.34  0.5196
Cl: -7.41 -0.87 2.87  0.5830
H: -5.50 -1.01 1.47  0.0189
H: -6.91 -1.85 0.81  0.0147
C: -1.29 4.14 1.82  -0.0779
C: -1.48 3.72 3.13  -0.0811
C: -0.74 2.67 3.63  -0.0143
C: 0.18 2.06 2.79  -0.1408
C: 0.38 2.44 1.48  0.0192
C: -0.37 3.51 1.00  -0.0566
N: 1.00 0.97 3.34  -0.3519
O: 0.75 0.62 4.48  0.0694
O: 1.85 0.47 2.64  0.0821
H: -1.86 4.98 1.43  0.1033
H: -2.20 4.22 3.77  0.1023
H: -0.84 2.33 4.64  0.1149
H: 1.11 1.92 0.86  0.0965
H: -0.21 3.85 -0.01  0.0880
O: 2.37 -3.11 2.81  -0.2762
H: 1.58 -3.67 2.81  -0.0818
K: -8.18 -4.19 1.60  0.8555
C: 5.06 -0.12 0.34  0.0025
C: 4.42 1.10 -0.25  -0.7127
O: 5.07 1.95 -0.89  0.0340
O: 3.18 1.28 -0.10  0.0246
H: 6.13 -0.13 0.13  0.0770
H: 4.90 -0.14 1.42  0.0892
H: 4.60 -1.02 -0.07  0.0641
Cs: 3.77 -3.66 -3.26  1.2451

=====

[8]
A structure of composition C3H15MnN4O8 at a distorted geometry. Source: the Open Molecules 2025 dataset; level of theory: ωB97M-V/def2-TZVPD.

Computed properties:
Maximum force in eV Å⁻¹: 7.81
Kohn-Sham gap (alpha / beta) in eV: 7.1 / 7.1
Lowest unoccupied orbital energy (alpha / beta) in Eh: -0.11675 / -0.11746
Net charge: +1
Total energy in Ha: -2095.15430
Multiplicity: 6

Last column: Mulliken spin population.
CARTESIAN COORDINATES (ANGSTROEM)
Mn: 0.27 0.06 -0.06  4.8050
O: -3.70 -0.56 -1.40  0.0020
C: -2.57 0.01 -1.78  0.0050
O: -2.61 0.74 -2.72  0.0063
O: -1.58 -0.16 -1.10  0.0279
H: -3.43 -1.42 -1.06  -0.0002
O: 1.42 -0.16 -1.66  0.0342
H: 1.18 0.16 -2.53  0.0036
H: 2.08 -0.83 -1.82  0.0061
O: 2.23 0.19 1.22  0.0166
H: 2.86 -0.52 1.05  -0.0011
H: 2.76 0.89 1.60  0.0020
O: -0.79 0.25 1.74  0.0250
H: -1.17 0.99 2.22  0.0036
H: -1.00 -0.51 2.27  0.0015
C: 1.03 -3.08 0.64  0.0074
O: 0.61 -1.99 0.26  0.0216
N: 0.42 -4.01 1.22  0.0019
N: 2.23 -3.45 0.70  0.0024
H: 0.99 -4.76 1.57  0.0006
H: -0.55 -3.84 1.44  -0.0002
H: 2.34 -4.35 1.13  0.0006
H: 2.97 -2.89 0.28  -0.0001
C: -0.60 3.20 -0.28  0.0040
O: -0.03 2.18 0.08  0.0168
N: -1.67 3.74 0.32  0.0037
N: -0.15 3.80 -1.36  0.0036
H: -2.00 3.23 1.12  0.0000
H: -1.80 4.74 0.23  0.0004
H: 0.77 3.64 -1.73  -0.0006
H: -0.51 4.72 -1.60  0.0005